#w
{
  "formula": "C3H6S2",
  "method": "wB97M-V/def2-TZVPD",
  "smiles": "C[C@@]1(S)CS1",
  "e_lumo_ev": 0.6,
  "spin_multiplicity": 1,
  "e_homo_ev": -8.9,
  "homo_lumo_gap_ev": 9.569,
  "elements": ["S", "S", "C", "C", "C", "H", "H", "H", "H", "H", "H"],
  "coordinates": [[-2.26920, 1.00253, -0.44467], [-1.28343, -1.85024, -0.00898], [-1.24208, 0.74517, 1.13455], [0.62730, 0.04431, -0.67566], [-0.68072, -0.12470, 0.03986], [-0.84383, 1.62916, 1.39527], [-1.71546, 0.26660, 2.04924], [1.12490, 1.11194, -0.60802], [1.30529, -0.62010, -0.07582], [0.66157, -0.21495, -1.77372], [-0.17801, -2.48648, 0.33937]]
}

=====

#x
{
  "formula": "C3H6S2",
  "method": "wB97M-V/def2-TZVPD",
  "e_lumo_ev": -0.9,
  "spin_multiplicity": 1,
  "e_homo_ev": -8.6,
  "homo_lumo_gap_ev": 7.685,
  "elements": ["S", "S", "C", "C", "C", "H", "H", "H", "H", "H", "H"],
  "coordinates": [[1.69975, -1.02483, 1.41164], [-1.30332, 1.76360, -0.24107], [0.30067, -0.07515, 1.19735], [-0.56812, -0.04052, 0.09420], [0.05100, -0.60776, -1.02508], [-1.43436, -0.53150, 0.43172], [-0.04366, 0.68375, 1.96220], [-0.53359, -1.06074, -1.92425], [0.80992, 0.16880, -1.32490], [0.97539, -1.51157, -0.44872], [0.04631, 2.23593, -0.13307]]
}

=====

Going by the energies, #w is most stable and the next is 1.768 eV up.

=====

#w
{
  "formula": "C2H2ClFNO2",
  "method": "wB97M-V/def2-TZVPD",
  "charge": -1,
  "e_lumo_ev": [3.3, 3.3],
  "spin_multiplicity": 1,
  "e_homo_ev": [-4.1, -4.1],
  "homo_lumo_gap_ev": [7.421, 7.420],
  "elements": ["Cl", "F", "O", "O", "N", "C", "C", "H", "H"],
  "coordinates": [[-0.52012, -1.47466, 1.91960], [-1.10600, -1.38799, -0.55626], [1.76193, 0.71925, -1.20669], [0.64556, 2.67532, -1.02419], [0.05770, 1.06709, 0.30531], [0.91437, 1.48469, -0.76925], [-0.13627, -1.04673, 0.30640], [0.85615, -1.32479, -0.02381], [-0.90088, 1.36093, 0.14206]]
}

=====

#x
{
  "formula": "C2H2ClFNO2",
  "method": "wB97M-V/def2-TZVPD",
  "charge": -1,
  "e_lumo_ev": 3.3,
  "spin_multiplicity": 1,
  "e_homo_ev": -3.3,
  "homo_lumo_gap_ev": 6.562,
  "elements": ["Cl", "F", "O", "O", "N", "C", "C", "H", "H"],
  "coordinates": [[-0.47730, -2.22929, -1.42212], [1.53327, -1.08945, -0.25812], [-0.50401, 1.96410, 0.74948], [-0.69524, 4.32018, 0.55783], [0.11239, 2.34805, -0.62581], [0.14954, -1.05899, -0.22848], [-0.37995, 3.19757, 0.19653], [-0.31916, -0.16497, -0.50346], [-0.32825, -1.52426, 0.65918]]
}

=====

Going by the energies, #w is most stable and the next is 0.982 eV up.

=====

#w
{
  "formula": "C7H12O2",
  "method": "wB97M-V/def2-TZVPD",
  "e_lumo_ev": [-1.3, -1.3],
  "spin_multiplicity": 1,
  "e_homo_ev": [-8.3, -8.3],
  "homo_lumo_gap_ev": [6.954, 6.942],
  "elements": ["O", "O", "C", "C", "C", "C", "C", "C", "C", "H", "H", "H", "H", "H", "H", "H", "H", "H", "H", "H", "H"],
  "coordinates": [[-0.08279, -1.09934, 1.60538], [-1.26386, 1.15468, 1.52851], [-0.69941, -1.65349, -0.66680], [-0.71382, 0.86509, 0.27910], [2.46662, -0.61541, 0.70546], [1.43167, -0.37491, -0.14566], [0.65277, 1.33516, 0.07781], [-1.70914, 1.13230, -0.83077], [-0.05121, -0.73065, 0.38040], [1.15324, 1.73158, 0.94978], [1.63466, -0.40369, -1.21376], [-0.65204, -1.25821, -1.68018], [-2.05683, 2.16555, -0.75947], [-1.05243, 0.35244, 2.06324], [0.95696, 1.77090, -0.86728], [-1.73937, -1.81606, -0.38651], [-0.16612, -2.60491, -0.62564], [3.49946, -0.62924, 0.37890], [-2.57682, 0.48166, -0.72406], [-1.27571, 0.98443, -1.82157], [2.24418, -0.78789, 1.75312]]
}

=====

#x
{
  "formula": "C7H12O2",
  "method": "wB97M-V/def2-TZVPD",
  "e_lumo_ev": 0.4,
  "spin_multiplicity": 1,
  "e_homo_ev": -7.7,
  "homo_lumo_gap_ev": 8.064,
  "elements": ["O", "O", "C", "C", "C", "C", "C", "C", "C", "H", "H", "H", "H", "H", "H", "H", "H", "H", "H", "H", "H"],
  "coordinates": [[-0.29490, -1.34691, 1.36785], [-1.39242, 1.66753, -0.36019], [-1.93608, -1.15325, -0.36425], [-0.74595, -0.71615, 0.45033], [-0.23191, 1.49155, 1.79288], [-0.54005, 1.15564, 0.34841], [2.13928, -0.58577, -0.10519], [0.93359, 0.00524, -0.75630], [0.52800, -0.09148, -2.02415], [-0.00118, 2.55503, 1.85553], [1.93719, -0.86031, 0.92923], [0.59709, 0.89325, 2.16030], [-1.76428, -2.16383, -0.73233], [1.00772, -0.79386, -2.69168], [2.98238, 0.10557, -0.13220], [-1.11379, 1.28716, 2.40002], [2.41957, -1.49543, -0.63877], [-2.79535, -1.17519, 0.30780], [0.72483, 1.20026, -0.23202], [-2.15251, -0.47269, -1.17995], [-0.30124, 0.49364, -2.39533]]
}

=====

#y
{
  "formula": "C7H12O2",
  "method": "wB97M-V/def2-TZVPD",
  "smiles": "C=C(C)[C@@H](O)C(=C)OC",
  "e_lumo_ev": 0.8,
  "spin_multiplicity": 1,
  "e_homo_ev": -9.2,
  "homo_lumo_gap_ev": 10.030,
  "elements": ["O", "O", "C", "C", "C", "C", "C", "C", "C", "H", "H", "H", "H", "H", "H", "H", "H", "H", "H", "H", "H"],
  "coordinates": [[0.36758, 1.88810, -0.72512], [2.06652, 0.21651, -0.41793], [0.60826, -0.41306, -0.24159], [-2.74243, -0.04718, -0.64002], [0.42330, -1.59355, 0.30118], [-1.55468, 0.53816, 0.05905], [3.13813, -0.40042, 0.25507], [-1.59418, 1.07209, 1.27006], [-0.26652, 0.66762, -0.79977], [-3.01140, 0.57028, -1.49890], [-0.52222, 0.38949, -1.84154], [-3.60418, -0.08893, 0.02412], [-0.57071, -1.95440, 0.50494], [1.24724, -2.24448, 0.54749], [-0.71351, 1.50249, 1.71930], [3.41885, -1.33693, -0.23780], [4.00075, 0.26571, 0.23314], [-2.51981, -1.04845, -1.01172], [2.88499, -0.63197, 1.29209], [-2.50407, 1.07615, 1.85137], [1.44808, 1.57277, -0.64344]]
}

=====

#z
{
  "formula": "C7H12O2",
  "method": "wB97M-V/def2-TZVPD",
  "smiles": "CC(C)(O)[C@@]1(C)C=C1O",
  "e_lumo_ev": 0.5,
  "spin_multiplicity": 1,
  "e_homo_ev": -8.0,
  "homo_lumo_gap_ev": 8.531,
  "elements": ["O", "O", "C", "C", "C", "C", "C", "C", "C", "H", "H", "H", "H", "H", "H", "H", "H", "H", "H", "H", "H"],
  "coordinates": [[0.92384, 2.47636, -0.80838], [-1.05881, -0.35821, -1.57657], [-0.19826, 0.61959, 0.66573], [-1.58394, 0.84099, 1.20485], [1.26233, -0.87601, -1.10676], [0.72223, 1.60423, 0.18023], [1.08086, 1.00816, 1.32405], [-0.63089, -1.90559, 0.15885], [-0.13651, -0.64831, -0.54173], [-2.32294, 0.72653, 0.41423], [1.59091, -0.02786, -1.70719], [-0.02259, -2.11183, 1.03752], [1.85169, 0.61846, 1.95368], [1.76177, 2.93795, -0.67041], [1.97687, -1.04437, -0.30197], [-1.65995, 1.85084, 1.60811], [1.26254, -1.74379, -1.76861], [-1.80410, 0.12707, 1.99749], [-0.56612, -2.76174, -0.51438], [-1.66914, -1.79132, 0.45751], [-0.77979, 0.45885, -2.00626]]
}

=====

Going by the energies, #y is most stable and the next is 0.111 eV up.

=====

#w
{
  "formula": "C3H2F2O2",
  "method": "wB97M-V/def2-TZVPD",
  "e_lumo_ev": [0.7, -2.1],
  "spin_multiplicity": 3,
  "e_homo_ev": [-5.4, -13.0],
  "s_squared": 2.01,
  "homo_lumo_gap_ev": [6.087, 10.904],
  "elements": ["F", "F", "O", "O", "C", "C", "C", "H", "H"],
  "coordinates": [[0.76438, 0.34983, -1.92637], [-0.49598, -0.66237, 1.08821], [0.42563, 2.17138, 1.90215], [-1.65856, 1.57145, 2.54253], [-0.20630, 0.10749, 0.07476], [0.60466, -0.33360, -0.84007], [-0.60335, 1.82960, 2.15661], [1.21098, -1.31676, -0.84247], [-0.66413, 1.12385, 0.16217]]
}

=====

#x
{
  "formula": "C3H2F2O2",
  "method": "wB97M-V/def2-TZVPD",
  "e_lumo_ev": [0.7, -2.2],
  "spin_multiplicity": 3,
  "e_homo_ev": [-5.6, -12.9],
  "s_squared": 2.01,
  "homo_lumo_gap_ev": [6.289, 10.732],
  "elements": ["F", "F", "O", "O", "C", "C", "C", "H", "H"],
  "coordinates": [[-0.85035, 2.61746, 0.07529], [-0.30419, -0.77032, -0.96670], [0.87123, -1.00216, 1.69808], [1.31232, -2.66270, 0.18494], [-0.03236, 0.48476, -0.53321], [1.02930, -1.82136, 0.89648], [-0.99705, 1.36125, -0.28572], [1.05614, 0.65895, -0.62092], [-2.08504, 1.13412, -0.44824]]
}

=====

Going by the energies, #x is most stable and the next is 0.398 eV up.

=====

#w
{
  "formula": "NO5S",
  "method": "wB97M-V/def2-TZVPD",
  "smiles": "O=[N+]([O-])S(=O)(=O)[O-]",
  "charge": -1,
  "e_lumo_ev": 4.1,
  "spin_multiplicity": 1,
  "e_homo_ev": -5.9,
  "homo_lumo_gap_ev": 10.004,
  "elements": ["S", "O", "O", "O", "O", "O", "N"],
  "coordinates": [[-0.89662, -0.09523, 0.07388], [1.44226, 0.86164, -0.88598], [-0.96420, -1.50548, 0.32996], [-1.61344, 0.28397, -1.40150], [1.53311, -0.59363, 0.75243], [-0.98369, 0.78896, 1.24333], [0.92250, 0.11402, -0.05770]]
}

=====

#x
{
  "formula": "NO5S",
  "method": "wB97M-V/def2-TZVPD",
  "smiles": "O=[N+]([O-])S(=O)(=O)[O-]",
  "charge": -1,
  "e_lumo_ev": 4.2,
  "spin_multiplicity": 1,
  "e_homo_ev": -5.9,
  "homo_lumo_gap_ev": 10.077,
  "elements": ["S", "O", "O", "O", "O", "O", "N"],
  "coordinates": [[-0.86295, -0.02172, -0.00760], [1.63027, 0.49005, -0.92787], [-1.03041, 0.13885, -1.47667], [-1.21723, -1.26405, 0.57787], [-1.05963, 1.10593, 0.83978], [1.50041, -0.44485, 1.00216], [1.03955, -0.00421, -0.00768]]
}

=====

Going by the energies, #x is most stable and the next is 1.269 eV up.

=====

#w
{
  "formula": "C6H34NO11",
  "method": "wB97M-V/def2-TZVPD",
  "charge": -1,
  "e_lumo_ev": 2.6,
  "spin_multiplicity": 1,
  "e_homo_ev": -6.2,
  "homo_lumo_gap_ev": 8.866,
  "elements": ["O", "O", "O", "O", "O", "O", "O", "O", "O", "O", "O", "N", "C", "C", "C", "C", "C", "C", "H", "H", "H", "H", "H", "H", "H", "H", "H", "H", "H", "H", "H", "H", "H", "H", "H", "H", "H", "H", "H", "H", "H", "H", "H", "H", "H", "H", "H", "H", "H", "H", "H", "H"],
  "coordinates": [[-4.37095, 1.64762, -0.75356], [-1.84013, 4.30813, -1.72985], [0.63339, -0.04470, 1.55415], [-2.31819, 1.82186, 1.12090], [3.29922, 0.92663, -0.04846], [0.47204, 3.57031, 1.30713], [-1.92815, 3.90849, 2.45087], [-1.64917, -0.09841, 2.55724], [-1.00619, -4.51870, -0.43699], [2.77185, -1.55525, 2.14753], [-2.03279, -2.82808, 2.68623], [1.61963, -2.45278, 0.28191], [0.13810, -1.13714, -1.94665], [0.27868, 0.43468, -2.32388], [2.19904, -1.52095, -0.67087], [0.85703, 0.47426, -3.68181], [2.29794, -2.71562, 1.49013], [1.42933, -1.88474, -2.03993], [3.45712, 0.22981, 0.66527], [-1.90814, -1.80264, 2.90948], [-4.34477, 0.78110, -1.03189], [1.31213, -2.91315, -2.25038], [1.67780, -3.45187, 2.04079], [0.57852, -2.06749, 0.55293], [-0.16100, -0.29484, 1.95326], [-0.12627, -4.13701, -0.35690], [-2.16486, 0.78636, 1.78823], [0.31580, 1.12048, -4.40646], [-1.92151, 0.25595, 3.41058], [-2.00602, 2.91600, 2.19941], [1.00723, 0.81679, -1.62728], [3.27838, -1.52266, -0.78374], [-0.28604, 3.56019, 1.85031], [3.32415, -3.12510, 1.14603], [-0.66095, 0.95955, -2.46940], [-0.32276, -1.08337, -0.95950], [1.93051, 0.71875, -3.85028], [-2.83072, -2.64061, 2.25221], [1.93698, -0.52427, -0.36856], [-1.14842, 3.98126, -1.16890], [2.16835, -1.54373, -2.86365], [-2.45217, 4.32673, 1.74698], [-2.31130, 3.53851, -1.87603], [3.36760, 1.67920, 0.47597], [1.17764, 3.40402, 1.83693], [-1.40478, -3.92008, 0.15592], [2.24933, -0.80694, 2.05631], [0.70468, -0.51333, -4.17035], [-3.64700, 1.85675, -0.09747], [-0.63742, -1.41673, -2.58256], [-1.45042, 1.65959, 0.74377], [0.44761, 0.83727, 1.11492]]
}

=====

#x
{
  "formula": "C6H34NO11",
  "method": "wB97M-V/def2-TZVPD",
  "charge": -1,
  "e_lumo_ev": 2.7,
  "spin_multiplicity": 1,
  "e_homo_ev": -5.2,
  "homo_lumo_gap_ev": 7.828,
  "elements": ["O", "O", "O", "O", "O", "O", "O", "O", "O", "O", "O", "N", "C", "C", "C", "C", "C", "C", "H", "H", "H", "H", "H", "H", "H", "H", "H", "H", "H", "H", "H", "H", "H", "H", "H", "H", "H", "H", "H", "H", "H", "H", "H", "H", "H", "H", "H", "H", "H", "H", "H", "H"],
  "coordinates": [[1.16199, 3.41624, -2.99672], [2.98440, 0.90262, 2.97696], [0.94729, -4.20338, -0.73781], [-0.90747, 2.40859, -2.59484], [-0.84520, -2.33103, 1.89941], [-2.97223, -2.84661, -0.09149], [3.57099, 1.90153, 0.33536], [1.01278, 3.64773, 0.05748], [-3.50560, -1.10392, -1.97343], [2.39164, -3.22869, 2.43237], [-1.53108, 0.32026, -1.48830], [1.37851, -0.55372, 0.44033], [-0.25637, 1.04820, 1.27089], [-1.47230, 1.84188, 1.07012], [2.30170, -1.34084, -0.54130], [0.39558, 0.38378, -0.10806], [-0.68062, -0.52340, -0.88026], [-2.83632, 0.95077, 0.92834], [1.12175, -1.21851, 1.11374], [1.42215, 2.40878, -2.77044], [-1.72855, 2.58772, 1.72441], [3.81587, 1.02357, 0.49378], [-0.01079, -1.11414, -1.49227], [-1.69920, 2.81734, -2.56876], [1.23419, -3.87019, -1.57440], [-3.61460, -1.17739, -2.93443], [-1.33565, 2.47575, 0.22594], [-3.46809, 0.99777, 0.04540], [-1.10851, 1.43372, -2.01218], [1.47835, -3.63584, 2.34080], [-3.53998, -2.52399, 0.59441], [2.84198, -2.21698, -0.09032], [-3.57520, 1.50931, 1.63528], [1.77196, -1.67009, -1.36844], [-2.59867, -0.10226, 1.08876], [0.66805, 3.43111, -0.82187], [0.91559, 1.15803, -0.59110], [-0.49084, 0.18390, 1.96616], [1.37415, -3.54123, -0.11940], [-2.75976, -0.37637, -2.02639], [2.74978, 1.99852, -0.24964], [3.12273, -0.67800, -0.72732], [0.48665, 1.65626, 1.72173], [0.22950, 3.50211, 0.51900], [3.35013, 1.54108, 2.18572], [-1.31759, -1.13891, -0.23040], [0.25698, 3.43189, -3.17188], [2.06721, -2.41132, 1.99273], [-1.14406, -3.30045, 1.89210], [-3.06138, -2.29391, -0.94150], [3.02417, 0.16554, 2.48879], [-1.61601, -1.74281, 1.66294]]
}

=====

Going by the energies, #w is most stable and the next is 2.302 eV up.

=====

#w
{
  "formula": "N2O3S",
  "method": "wB97M-V/def2-TZVPD",
  "e_lumo_ev": -0.6,
  "spin_multiplicity": 1,
  "e_homo_ev": -11.4,
  "homo_lumo_gap_ev": 10.825,
  "elements": ["S", "O", "O", "O", "N", "N"],
  "coordinates": [[1.73558, 0.05761, 0.48314], [2.55290, -0.71574, -0.36456], [-2.26580, 0.47847, -0.18186], [1.23103, 1.22793, -0.07909], [-1.37141, -0.22176, -0.10272], [-0.42893, -0.76285, 0.22970]]
}

=====

#x
{
  "formula": "N2O3S",
  "method": "wB97M-V/def2-TZVPD",
  "e_lumo_ev": -0.8,
  "spin_multiplicity": 1,
  "e_homo_ev": -11.5,
  "homo_lumo_gap_ev": 10.683,
  "elements": ["S", "O", "O", "O", "N", "N"],
  "coordinates": [[-1.33120, 0.11168, 0.31427], [-0.93442, 0.16183, -1.04915], [0.97310, -0.44342, 0.79131], [-2.41153, -0.80860, 0.65771], [1.54641, 0.21558, 0.02041], [2.15763, 0.76293, -0.73455]]
}

=====

Going by the energies, #x is most stable and the next is 0.422 eV up.

=====

#w
{
  "formula": "Br2H4OSi2",
  "method": "wB97M-V/def2-TZVPD",
  "smiles": "[SiH3]O[SiH](Br)Br",
  "e_lumo_ev": 0.5,
  "spin_multiplicity": 1,
  "e_homo_ev": -10.7,
  "homo_lumo_gap_ev": 11.200,
  "elements": ["Br", "Br", "Si", "Si", "O", "H", "H", "H", "H"],
  "coordinates": [[-0.07157, -0.73335, -2.64726], [2.36232, 1.70481, -1.46018], [0.35906, 0.93425, -1.23840], [-0.53579, -0.85856, 1.40208], [0.14699, 0.34780, 0.52683], [-0.48769, 1.96503, -1.67639], [-0.47991, -2.15791, 0.53135], [0.42737, -0.68204, 2.53338], [-1.72078, -0.52003, 2.02857]]
}

=====

#x
{
  "formula": "Br2H4OSi2",
  "method": "wB97M-V/def2-TZVPD",
  "smiles": "Br[SiH2]Br.O=[SiH2]",
  "e_lumo_ev": -0.5,
  "spin_multiplicity": 1,
  "e_homo_ev": -10.5,
  "homo_lumo_gap_ev": 10.073,
  "elements": ["Br", "Br", "Si", "Si", "O", "H", "H", "H", "H"],
  "coordinates": [[2.57843, 0.04258, 2.90383], [-0.67280, -1.24091, 1.88306], [0.55153, 0.64846, 2.29285], [-0.41436, -0.58519, -2.07387], [-0.61182, 0.87843, -1.68067], [-0.39481, 1.22296, 3.31526], [0.76142, 1.58530, 1.03936], [0.74210, -0.85500, -3.07728], [-1.15902, -1.73248, -1.46289]]
}

=====

Going by the energies, #w is most stable and the next is 2.191 eV up.